# 1
Computed, not measured: a molecular structure, C3H5NO2 at a distorted geometry, with ωB97M-V/def2-TZVPD.

Geometry (Å):
O (2.543, -0.315, -0.845)
N (1.862, 0.770, -0.400)
C (0.614, 0.536, -0.296)
C (-0.503, 1.419, 0.082)
O (-1.350, 0.407, -0.008)
C (-0.389, -0.532, -0.434)
H (3.463, -0.017, -0.867)
H (-0.821, 2.431, -0.149)
H (-2.532, -1.337, 1.534)
H (-2.616, -2.068, 1.638)
H (-0.411, -1.478, 0.099)

For the total energy, the calculation gives -8769.9829 eV. The value obtained for the HOMO energy (spin up / spin down) is -8.52 / -8.05 eV. The energy above the lowest of the compared OMol25 structures with the same formula, charge and spin is 744.1 kJ/mol.

---

# 2
Computed, not measured: a single C16H14N4OS molecule at a distorted geometry, with ωB97M-V/def2-TZVPD.

Geometry (Å):
C (-4.785, -2.506, 0.847)
C (-4.708, -1.092, 0.395)
C (-3.622, -0.284, 0.335)
C (-3.919, 1.022, -0.150)
C (-3.005, 2.159, -0.326)
O (-3.389, 3.307, -0.463)
N (-1.653, 1.920, -0.338)
N (-1.067, 0.721, -0.293)
C (0.203, 0.636, -0.346)
C (0.844, -0.646, -0.326)
C (0.233, -1.912, -0.486)
N (1.126, -2.874, -0.486)
N (2.307, -2.276, -0.340)
C (2.209, -0.931, -0.229)
C (3.367, -0.073, -0.040)
C (4.567, -0.355, -0.693)
C (5.668, 0.461, -0.516)
C (5.590, 1.566, 0.316)
C (4.405, 1.849, 0.976)
C (3.301, 1.035, 0.803)
C (-5.249, 1.167, -0.440)
S (-6.139, -0.261, -0.151)
H (-5.148, -3.147, 0.044)
H (-3.801, -2.850, 1.154)
H (-5.472, -2.605, 1.687)
H (-2.636, -0.590, 0.627)
H (-1.076, 2.759, -0.454)
H (0.843, 1.524, -0.430)
H (-0.809, -2.121, -0.611)
H (3.148, -2.830, -0.282)
H (4.628, -1.203, -1.361)
H (6.590, 0.237, -1.032)
H (6.451, 2.204, 0.451)
H (4.343, 2.704, 1.632)
H (2.388, 1.240, 1.342)
H (-5.733, 2.046, -0.816)

For the total energy, the calculation gives -35661.5875 eV. The value obtained for the HOMO energy is -8.26 eV. The SMILES is Cc1cc(C(=O)N/N=C/c2cn[nH]c2-c2ccccc2)cs1. The energy above the lowest of the compared OMol25 structures with the same formula, charge and spin is 105.5 kJ/mol.

---

# 3
Computed, not measured: a molecular structure, C6H11NO2 at a distorted geometry, with ωB97M-V/def2-TZVPD.

Geometry (Å):
C (-0.482, -0.337, 0.431)
C (0.515, -1.013, -2.075)
C (-1.726, 0.518, 0.215)
C (-0.126, -0.581, 1.886)
C (0.867, 1.469, -0.263)
C (1.111, -0.594, -0.767)
O (0.697, 2.119, 0.877)
N (1.456, 1.399, -1.297)
O (2.043, -1.035, -0.182)
H (1.522, 2.611, 1.036)
H (-0.713, -1.316, 0.007)
H (1.312, -1.045, -2.817)
H (0.109, -2.019, -1.949)
H (-0.270, -0.336, -2.391)
H (-1.902, 0.712, -0.845)
H (-2.608, -0.012, 0.591)
H (-1.670, 1.461, 0.757)
H (0.802, -1.148, 1.977)
H (-0.896, -1.200, 2.358)
H (-0.041, 0.345, 2.451)

For the total energy, the calculation gives -11981.2999 eV. The value obtained for the HOMO energy is -8.29 eV. The energy above the lowest of the compared OMol25 structures with the same formula, charge and spin is 479.4 kJ/mol.